*one*
Here is the molecule C3H4F2O3S from the Open Molecules 2025 dataset. Energies are from ωB97M-V with the def2-TZVPD basis set.

Last column: Löwdin charge in e.
Cartesian coordinates (Å):
C: -0.49 0.15 0.34  -0.187
C: 0.22 1.27 -0.20  -0.604
C: -1.10 -0.90 -0.77  0.004
O: 1.53 -1.70 0.27  -0.240
O: 1.38 -0.22 2.22  -0.243
O: 1.74 0.79 -0.01  -0.118
F: 0.14 1.53 -1.46  0.203
F: 0.11 2.46 0.42  0.158
S: 1.17 -0.46 0.84  0.654
H: -1.03 0.37 1.25  0.144
H: -0.48 -1.15 -1.57  0.064
H: -1.95 -0.40 -1.22  0.081
H: -1.25 -1.74 -0.11  0.084

The LUMO energy is 0.530 eV. The charge is 0. As for the gap between HOMO and LUMO: 0.446 Ha. Its multiplicity is 1.



*two*
Here is a 2-piece molecular cluster, C3H4F2O3S overall from the Open Molecules 2025 dataset. Energies are from ωB97M-V with the def2-TZVPD basis set.

Last column: Löwdin charge in e.
Cartesian coordinates (Å):
C: -0.03 0.08 0.51  -0.081
C: 0.90 1.14 -0.01  -0.721
C: -1.94 -0.24 -0.31  0.139
O: 1.01 -1.72 -1.21  -0.235
O: 1.81 -1.81 1.10  -0.236
O: 2.03 0.40 -0.20  -0.044
F: 0.49 1.74 -1.15  0.130
F: 1.10 2.15 0.86  0.130
S: 1.23 -1.08 0.04  0.709
H: -0.22 0.13 1.57  0.109
H: -1.68 -0.82 -1.18  0.032
H: -2.27 0.77 -0.51  0.037
H: -2.43 -0.76 0.49  0.031

The LUMO energy is 0.081 eV. The charge is 0. As for the gap between HOMO and LUMO: 0.423 Ha. Its multiplicity is 1.



Order from most stable to least stable according to the calculation: *one*, *two*